# 1
ORCA calculation (ωB97M-V/def2-TZVPD) on 3 unconnected molecules or ions with the total composition C16H16BrF6NO8.

Last column: Mulliken charge in e.
Cartesian coordinates (Å):
O (0.626, 1.552, -0.298)  -0.54
C (1.004, 0.624, -1.025)  0.62
O (1.729, 0.837, -2.263)  -0.25
C (1.716, -0.445, -2.960)  -0.18
Br (1.954, -0.500, -4.918)  -0.11
C (0.451, -1.155, -2.284)  0.69
O (0.376, -2.583, -2.264)  -0.53
C (-0.961, -0.355, -2.428)  0.37
C (-2.041, -0.704, -1.380)  -0.28
C (-3.402, 0.073, -1.497)  -0.39
C (-3.502, 1.150, -2.636)  -0.45
C (-2.263, 1.312, -3.545)  -0.22
N (-1.028, 0.602, -3.481)  -0.27
O (0.794, -0.809, -0.883)  -0.46
H (2.602, -0.981, -2.445)  0.35
H (0.354, -2.902, -1.334)  0.37
H (-1.891, -1.499, -0.564)  0.31
H (-4.266, -0.156, -0.776)  0.33
H (-4.445, 1.773, -2.801)  0.31
H (-2.346, 2.112, -4.372)  0.31
C (-0.807, -5.132, 3.368)  -1.11
C (-2.290, -5.441, 3.297)  -0.19
O (-2.969, -4.499, 2.451)  -0.32
C (-2.866, -4.717, 1.124)  0.24
O (-2.249, -5.627, 0.632)  -0.51
C (-3.667, -3.676, 0.347)  1.05
F (-3.450, -2.417, 0.792)  -0.26
F (-4.995, -3.890, 0.443)  -0.27
F (-3.377, -3.669, -0.966)  -0.23
H (-0.646, -4.098, 3.684)  0.31
H (-0.307, -5.800, 4.071)  0.37
H (-0.333, -5.243, 2.390)  0.31
H (-2.732, -5.344, 4.291)  0.32
H (-2.475, -6.465, 2.961)  0.32
C (2.848, 3.614, -0.473)  -0.80
C (2.418, 3.832, 0.964)  -0.15
O (3.464, 4.466, 1.720)  -0.32
C (3.583, 5.800, 1.560)  0.37
O (2.884, 6.461, 0.835)  -0.50
C (4.694, 6.348, 2.451)  0.85
F (5.822, 5.608, 2.385)  -0.24
F (4.328, 6.372, 3.751)  -0.25
F (5.046, 7.606, 2.129)  -0.24
H (3.786, 3.055, -0.512)  0.28
H (2.085, 3.066, -1.024)  0.06
H (3.024, 4.565, -0.983)  0.38
H (2.227, 2.868, 1.438)  0.27
H (1.491, 4.410, 1.026)  0.30

Calculated values
- LUMO level (hartree) = -0.0051
- frontier orbital gap (eV) = 9.4
- SMILES = O=C1O[C@H](Br)[C@](O)(c2ccccn2)O1.CCOC(=O)C(F)(F)F.CCOC(=O)C(F)(F)F
- HOMO (eV) = -9.54
- net charge = 0

***

# 2
ORCA calculation (ωB97M-V/def2-TZVPD) on a molecular structure, C16H16BrN12O5ReS2.

Last column: Löwdin spin population.
Cartesian coordinates (Å):
Re (0.464, 0.498, 0.468)  0.85
N (1.856, 0.526, -1.235)  0.02
C (3.143, -0.091, -0.908)  0.00
C (3.404, 0.083, 0.570)  0.00
O (4.529, 0.237, 1.000)  -0.01
N (2.257, 0.044, 1.335)  -0.01
C (2.407, 0.586, 2.675)  0.00
C (1.715, 1.983, 2.663)  0.01
O (1.941, 2.797, 3.528)  0.02
O (0.913, 2.123, 1.648)  0.04
H (1.405, 0.045, -2.013)  0.00
H (1.926, 1.515, -1.486)  0.01
H (3.971, 0.339, -1.470)  0.00
H (3.088, -1.159, -1.114)  0.00
H (3.455, 0.693, 2.937)  0.00
H (1.884, -0.019, 3.409)  0.00
N (-2.292, -1.604, 0.797)  0.00
C (-1.728, -1.454, -0.436)  0.00
N (-2.294, -1.836, -1.563)  0.00
N (-1.398, -1.533, -2.517)  0.00
N (-0.356, -0.996, -2.014)  0.01
N (-0.500, -0.939, -0.660)  0.00
C (-1.700, -1.182, 1.954)  0.01
N (-2.028, -1.627, 3.149)  0.00
N (-1.178, -1.007, 3.990)  0.02
N (-0.378, -0.239, 3.354)  0.01
N (-0.676, -0.301, 2.032)  0.02
H (-3.198, -2.036, 0.856)  0.00
S (1.930, -3.500, -0.805)  0.00
C (1.465, -3.664, 0.762)  0.00
N (0.223, -3.978, 1.159)  0.00
C (0.007, -4.358, 2.545)  0.00
C (1.166, -3.760, 3.340)  0.00
S (2.525, -3.506, 2.144)  0.00
H (-0.480, -4.142, 0.456)  0.00
H (-0.011, -5.449, 2.635)  0.00
H (-0.941, -3.956, 2.899)  0.00
H (1.512, -4.429, 4.124)  0.00
H (0.905, -2.799, 3.779)  0.00
Br (-4.456, 1.685, -5.021)  0.00
C (-3.258, 2.835, -4.088)  0.00
C (-3.299, 4.193, -4.356)  0.00
C (-2.407, 5.032, -3.703)  0.00
C (-1.490, 4.514, -2.803)  0.00
C (-1.481, 3.152, -2.531)  0.00
C (-2.366, 2.298, -3.177)  0.00
C (-0.445, 2.594, -1.587)  0.00
O (0.704, 3.038, -1.660)  0.00
O (-0.882, 1.685, -0.797)  0.00
H (-4.012, 4.590, -5.066)  0.00
H (-2.426, 6.094, -3.914)  0.00
H (-0.773, 5.153, -2.306)  0.00
H (-2.343, 1.235, -2.977)  0.00

Calculated values
- multiplicity = 2
- LUMO level (alpha / beta) (hartree) = 0.0331 / 0.0483
- frontier orbital gap (alpha / beta) (eV) = 7.0 / 7.1
- relative energy (zero: lowest compared OMol25 entry of this formula, charge and spin) (kJ/mol) = 66.7
- HOMO (alpha / beta) (eV) = -6.07 / -5.80
- net charge = -1

***

# 3
ORCA calculation (ωB97M-V/def2-TZVPD) on a molecular structure, C16H16BrN12O5ReS2.

Last column: Löwdin spin population.
Cartesian coordinates (Å):
Re (0.000, 0.272, -0.286)  0.87
N (1.718, 0.164, -1.702)  0.01
C (2.958, -0.247, -1.013)  0.00
C (2.833, -0.051, 0.486)  0.00
O (3.818, 0.198, 1.150)  0.00
N (1.556, -0.191, 0.959)  0.00
C (1.362, 0.306, 2.302)  0.01
C (0.816, 1.758, 2.144)  0.00
O (0.803, 2.506, 3.097)  0.00
O (0.424, 2.021, 0.940)  0.00
H (1.522, -0.481, -2.462)  0.00
H (1.820, 1.101, -2.092)  0.00
H (3.815, 0.332, -1.356)  0.00
H (3.150, -1.304, -1.190)  0.00
H (2.287, 0.336, 2.871)  0.00
H (0.603, -0.271, 2.828)  0.00
N (-2.909, 0.729, -2.286)  0.01
C (-2.700, -0.508, -1.747)  0.00
N (-3.638, -1.434, -1.700)  0.00
N (-3.058, -2.481, -1.118)  0.00
N (-1.841, -2.218, -0.830)  0.00
N (-1.536, -0.964, -1.217)  0.00
C (-1.871, 1.582, -2.503)  0.02
N (-1.822, 2.560, -3.384)  0.00
N (-0.583, 3.063, -3.273)  0.02
N (0.084, 2.444, -2.375)  0.00
N (-0.708, 1.486, -1.835)  0.01
H (-3.773, 0.878, -2.780)  0.00
S (1.617, -3.358, -0.611)  0.00
C (1.012, -3.585, 0.926)  0.00
N (-0.253, -3.680, 1.242)  0.00
C (-0.616, -3.966, 2.616)  0.00
C (0.639, -3.824, 3.476)  0.00
S (2.056, -3.800, 2.319)  0.00
H (-0.959, -3.375, 0.547)  0.00
H (-1.018, -4.984, 2.666)  0.00
H (-1.393, -3.273, 2.939)  0.00
H (0.771, -4.657, 4.161)  0.00
H (0.652, -2.884, 4.026)  0.00
Br (-6.328, 2.867, 3.892)  0.00
C (-4.910, 2.536, 2.666)  0.00
C (-4.648, 3.472, 1.680)  0.00
C (-3.597, 3.247, 0.807)  0.00
C (-2.829, 2.100, 0.926)  0.01
C (-3.114, 1.163, 1.909)  0.00
C (-4.166, 1.381, 2.794)  0.00
C (-2.293, -0.094, 2.098)  0.00
O (-2.625, -0.889, 2.968)  0.00
O (-1.262, -0.280, 1.343)  0.01
H (-5.247, 4.368, 1.605)  0.00
H (-3.360, 3.975, 0.043)  0.00
H (-1.990, 1.952, 0.265)  0.00
H (-4.366, 0.650, 3.564)  0.00

Calculated values
- multiplicity = 2
- LUMO level (alpha / beta) (hartree) = 0.0238 / 0.0340
- frontier orbital gap (alpha / beta) (eV) = 6.8 / 7.0
- relative energy (zero: lowest compared OMol25 entry of this formula, charge and spin) (kJ/mol) = 173.2
- HOMO (alpha / beta) (eV) = -6.18 / -6.04
- net charge = -1

***

# 4
ORCA calculation (ωB97M-V/def2-TZVPD) on a single C16H16ClN3 molecule.

Last column: Mulliken charge in e.
Cartesian coordinates (Å):
C (5.398, 0.420, 1.139)  -1.02
H (4.747, 1.261, 1.366)  0.31
H (6.130, 0.317, 1.935)  0.36
H (5.918, 0.628, 0.207)  0.31
C (4.577, -0.863, 1.011)  -0.66
N (3.590, -0.754, -0.027)  0.09
C (3.705, -1.159, -1.321)  -0.21
N (2.683, -0.871, -2.066)  -0.78
C (1.807, -0.215, -1.236)  0.56
C (0.557, 0.323, -1.508)  -0.48
C (-0.135, 0.931, -0.468)  0.87
C (0.445, 1.012, 0.812)  -0.87
C (1.691, 0.497, 1.093)  -0.94
C (2.368, -0.126, 0.058)  0.44
H (2.109, 0.573, 2.087)  0.36
H (-0.116, 1.498, 1.599)  0.29
N (-1.364, 1.544, -0.679)  -0.23
H (-1.750, 1.948, 0.165)  0.27
C (-2.394, 0.951, -1.512)  -1.17
C (-3.424, 0.234, -0.675)  0.20
C (-4.620, 0.864, -0.349)  -0.48
C (-5.557, 0.257, 0.467)  -0.65
C (-5.307, -1.005, 0.980)  -0.36
C (-4.123, -1.652, 0.674)  -0.64
C (-3.191, -1.033, -0.144)  0.78
Cl (-1.715, -1.874, -0.499)  -0.17
H (-3.917, -2.635, 1.065)  0.42
H (-6.032, -1.488, 1.617)  0.37
H (-6.479, 0.766, 0.703)  0.38
H (-4.814, 1.848, -0.750)  0.36
H (-1.930, 0.257, -2.212)  0.40
H (-2.883, 1.749, -2.082)  0.43
H (0.156, 0.263, -2.506)  0.39
H (4.574, -1.684, -1.672)  0.39
H (4.066, -1.076, 1.956)  0.32
H (5.233, -1.706, 0.774)  0.36

Calculated values
- LUMO level (hartree) = 0.0320
- frontier orbital gap (eV) = 8.2
- SMILES = CCn1cnc2cc(NCc3ccccc3Cl)ccc21
- relative energy (zero: lowest compared OMol25 entry of this formula, charge and spin) (kJ/mol) = 34.9
- HOMO (eV) = -7.29
- net charge = 0

***

Number 1: maximum force 5.331 eV/Å, E -4449.04898 hartree. Number 2: maximum force 1.783 eV/Å, E -5101.46116 hartree. Number 3: maximum force 2.953 eV/Å, E -5101.42063 hartree. Number 4: maximum force 0.787 eV/Å, E -1243.78289 hartree.